Entry from OMol25: one molecule with the formula C24H24N2O5 (ωB97M-V/def2-TZVPD).

XYZ file:
```
55
Properties=species:S:1:pos:R:3
C -7.12560 -0.74822 -0.25677
C -7.09999 0.49253 -1.13686
H -6.64244 0.26326 -2.10417
H -8.10281 0.89767 -1.28253
O -6.36090 1.55296 -0.51692
C -5.03449 1.51891 -0.64816
O -4.42067 0.68677 -1.25434
C -4.40413 2.71246 0.07044
O -3.04276 2.51790 0.33294
C -2.67862 1.47750 1.14094
C -3.55637 0.67608 1.84294
C -3.08152 -0.35237 2.65716
C -1.73451 -0.58533 2.77755
C -0.82726 0.21711 2.07779
C -1.28543 1.25585 1.25270
C -0.33022 2.05330 0.55612
C 0.98322 1.79676 0.71182
N 1.44086 0.78684 1.50985
C 0.59887 -0.05018 2.21864
O 1.06316 -0.95574 2.90077
C 2.87566 0.60881 1.63106
H 3.32613 1.53432 2.00477
H 3.05801 -0.18925 2.35376
C 3.52278 0.34320 0.26362
O 4.22330 1.20540 -0.23098
N 3.23204 -0.83039 -0.34774
C 3.74469 -1.11050 -1.64071
C 3.75618 -0.12211 -2.62053
C 4.24425 -0.39189 -3.88371
C 4.71578 -1.65740 -4.18883
C 4.68068 -2.64612 -3.22513
C 4.19797 -2.39529 -1.94649
C 4.14906 -3.52620 -0.95344
C 3.74953 -3.05209 0.43900
C 2.65761 -1.99323 0.30430
H 2.24348 -1.74855 1.27791
H 1.84655 -2.37292 -0.32686
H 3.39173 -3.88670 1.04189
H 4.60739 -2.60702 0.94771
H 5.11910 -4.02739 -0.92352
H 3.41913 -4.25973 -1.31202
H 5.03577 -3.64006 -3.45860
H 5.10214 -1.87418 -5.17336
H 4.25075 0.38671 -4.63121
H 3.38551 0.86179 -2.38707
H 1.74949 2.37191 0.21412
H -0.67133 2.84910 -0.08153
H -1.34636 -1.37574 3.40025
H -3.79070 -0.96518 3.19274
H -4.62284 0.82660 1.77296
H -4.97778 2.94194 0.97769
H -4.45180 3.57673 -0.59957
H -7.54170 -0.51009 0.71935
H -7.73808 -1.51279 -0.72537
H -6.11730 -1.13521 -0.12938
```

* gap between HOMO and LUMO: 8.6 eV
* energy: -38496.63477 eV
* max |F|: 0.9 eV/A
* structure (SMILES): CCOC(=O)COc1cccc2c(=O)n(CC(=O)N3CCCc4ccccc43)ccc12
* relative energy (zero: lowest compared OMol25 entry of this formula, charge and spin): 0.066 eV

---

Entry from OMol25: a 2-piece molecular cluster, C24H24N2O5 overall at a distorted geometry (ωB97M-V/def2-TZVPD).

XYZ file:
```
55
Properties=species:S:1:pos:R:3
C -6.07827 -2.65400 -0.22445
O -4.80383 -3.19627 0.21730
C -3.94177 -2.34169 0.82088
C -2.59817 -2.75948 0.99624
C -1.63607 -1.79950 1.23551
C -2.00156 -0.52743 1.68036
N -1.00911 0.36357 2.07511
C 0.33274 0.14677 1.83573
N 0.93572 1.14814 2.53218
C 2.34581 1.28030 2.76535
C 0.01478 1.98595 3.15481
C -1.20535 1.51981 2.84475
C -3.35475 -0.19189 1.78936
C -4.30463 -1.02687 1.20151
H -6.58151 -3.53738 -0.61754
H -6.65571 -2.21629 0.60957
H -5.94137 -1.89599 -1.01669
H -2.32559 -3.79887 0.84901
H -0.58283 -2.01275 1.12096
H 2.86976 0.69573 2.00796
H 2.64157 2.33354 2.70783
H 2.59728 0.89994 3.76830
H 0.31752 2.80277 3.78119
H -2.17965 1.84823 3.15295
H -3.65583 0.71276 2.31872
H -5.31990 -0.66622 1.04651
C 1.21725 1.39271 -4.33248
C 0.10244 1.83807 -3.40785
C -0.71620 2.97649 -4.02894
O -0.79138 0.74341 -3.09733
C -0.33244 -0.23566 -2.24317
O -0.95705 -1.27066 -2.12700
C 0.87635 0.08007 -1.45044
C 1.29389 -0.78170 -0.46477
C 2.63348 -0.86244 0.08393
C 3.75007 -0.22831 -0.52945
C 4.98706 -0.18898 0.11194
C 5.16211 -0.82922 1.34605
C 4.11794 -1.58298 1.89995
C 2.87769 -1.62193 1.26283
C 1.21030 1.50220 -1.27775
O 1.88337 1.92197 -0.35343
O 0.63518 2.38340 -2.15550
H 1.81250 0.58225 -3.89467
H 0.75977 1.05915 -5.27324
H 1.85073 2.26641 -4.52679
H -1.49814 3.29645 -3.33215
H -0.04233 3.81520 -4.23285
H -1.16505 2.64167 -4.96939
H 0.59683 -1.57296 -0.22661
H 3.60592 0.25116 -1.50044
H 5.81182 0.35834 -0.35537
H 6.12373 -0.76353 1.85711
H 4.26766 -2.10814 2.84996
H 2.04726 -2.17534 1.71441
```

* gap between HOMO and LUMO: 7.1 eV
* energy: -38492.96260 eV
* max |F|: 2.2 eV/A
* relative energy (zero: lowest compared OMol25 entry of this formula, charge and spin): 3.739 eV

---

Entry from OMol25: C24H24N3ORhS2 as an isolated structure at a distorted geometry (ωB97M-V/def2-TZVPD).

XYZ file:
```
55
Properties=species:S:1:pos:R:3
Rh 1.39756 -0.86890 -0.41128
N 3.61924 -1.11755 1.61611
C 2.73580 -1.01673 0.88900
H 4.41979 -1.21361 2.21611
N 1.31554 1.12793 -0.35102
S 0.20379 2.07891 0.37234
C -0.86766 2.68753 -0.91352
C -2.02549 3.32448 -0.48287
C -2.90041 3.82617 -1.43226
C -2.61859 3.67661 -2.78533
C -1.46442 3.02509 -3.19667
C -0.57486 2.52155 -2.25645
C 1.09559 3.52468 0.86526
C 1.37953 3.64778 2.22016
C 2.10561 4.74742 2.65110
C 2.53225 5.69752 1.73343
C 2.23445 5.56382 0.38164
C 1.50536 4.47461 -0.06438
H 2.12748 1.65974 -0.64673
H -2.24002 3.43259 0.57415
H -3.80418 4.32888 -1.11660
H -3.30613 4.06773 -3.52285
H -1.25148 2.91117 -4.25086
H 0.32749 2.01108 -2.56718
H 1.02776 2.90593 2.92638
H 2.32691 4.86803 3.70250
H 3.09142 6.55826 2.07454
H 2.55793 6.31769 -0.32278
H 1.23961 4.38178 -1.11004
N -5.36613 -1.46397 2.00349
C -4.27060 -1.35607 1.67893
C -2.89797 -1.21952 1.27192
C -1.88103 -1.33372 2.22071
C -0.55385 -1.20881 1.83136
C -0.30027 -0.96080 0.49892
C -1.27990 -0.82563 -0.46838
C -2.60377 -0.97211 -0.06629
H -2.13302 -1.52522 3.25509
H 0.24466 -1.29855 2.55491
H -1.05886 -0.60505 -1.51210
H -3.40344 -0.88032 -0.78899
O 1.42081 -2.83698 -0.96535
S 1.14034 -3.97660 0.06474
C 2.05097 -5.39786 -0.57589
C 1.05335 -6.55208 -0.54673
C -0.24444 -5.97715 -1.10903
C -0.48643 -4.66089 -0.37018
H 2.94847 -5.53991 0.02124
H 2.32219 -5.12718 -1.59884
H 0.91150 -6.91587 0.47293
H 1.42846 -7.38382 -1.14064
H -1.08856 -6.65062 -0.97466
H -0.13504 -5.78971 -2.17795
H -1.00808 -4.79856 0.57739
H -0.99919 -3.89318 -0.94853
```

* net charge: +2
* gap between HOMO and LUMO: 7.5 eV
* energy: -56456.39319 eV
* max |F|: 1.1 eV/A
* relative energy (zero: lowest compared OMol25 entry of this formula, charge and spin): 0.000 eV